a | Here is a 3-piece molecular cluster, CH4FN3O overall from OMol25. Energies are from ωB97M-V/def2-TZVPD.

```
! wB97M-V def2-TZVPD RIJCOSX def2/J DEFGRID3
* xyz 0 1
H -0.766 -0.833 0.549
N -1.107 -0.575 -0.382
N -2.150 0.046 -0.246
H -2.585 0.260 -1.140
N 3.848 -0.753 0.132
C 2.761 -0.771 0.588
O 1.737 -0.996 1.061
H 4.252 -0.417 -0.693
F -3.011 2.505 0.218
H -2.979 1.534 -0.087
*
```

Results
Structure (SMILES): [H]/N=N/[H].N=C=O.F
Kohn-Sham gap (eV): 10.27
HOMO (eV): -10.132

---

b | Here is CH4FN3O as an isolated structure from OMol25. Energies are from ωB97M-V/def2-TZVPD.

```
! wB97M-V def2-TZVPD RIJCOSX def2/J DEFGRID3
* xyz 0 1
C -0.939 -0.244 0.124
N -1.455 0.969 0.066
N 1.439 -1.105 0.156
N 0.900 0.068 -0.356
O -1.296 -1.339 0.360
F 1.262 1.297 0.516
H -0.879 1.726 -0.188
H -2.483 1.057 0.131
H 2.407 -0.973 -0.100
H 1.158 -1.586 1.065
*
```

Results
Kohn-Sham gap (eV): 10.17
HOMO (eV): -9.487

---

Relative calculated energies, zero for the most stable structure, unit hartree: a 0.0000; b 0.0497.

---

a | Here is a 2-piece molecular cluster, C4H11N4 overall from OMol25. Energies are from ωB97M-V/def2-TZVPD.

```
! wB97M-V def2-TZVPD RIJCOSX def2/J DEFGRID3
* xyz 1 1
C 2.767 0.116 -0.011
C -2.298 0.294 -0.900
C -1.028 1.745 0.503
C -0.978 -1.909 0.216
N 1.652 0.193 0.270
N -1.390 0.438 -0.003
N 4.011 0.008 -0.335
N -0.743 -0.546 0.605
H -2.823 1.152 -1.274
H -2.550 -0.673 -1.295
H -1.224 1.788 1.575
H 0.039 1.913 0.348
H -1.599 2.522 0.000
H -0.404 -2.546 0.882
H -2.035 -2.157 0.325
H -0.668 -2.109 -0.814
H 4.712 -0.052 0.385
H 4.311 0.131 -1.288
H 0.247 -0.307 0.812
*
```

Results
Kohn-Sham gap (alpha / beta) (eV): 9.97 / 9.97
HOMO (alpha / beta) (eV): -13.299 / -13.298

---

b | Here is an isolated ion of composition C4H11N4 and charge +1 from OMol25. Energies are from ωB97M-V/def2-TZVPD.

```
! wB97M-V def2-TZVPD RIJCOSX def2/J DEFGRID3
* xyz 1 1
N -0.164 1.334 1.612
C -0.556 0.030 2.142
N -0.026 -1.017 1.276
C 0.282 -0.809 -0.023
N 1.410 -0.198 -0.501
C 0.898 0.583 -1.682
C -0.307 -0.248 -2.151
N -0.565 -1.153 -0.964
H 0.389 1.831 2.299
H -1.008 1.887 1.524
H -1.638 -0.018 2.176
H -0.227 -0.118 3.156
H 0.077 -1.943 1.663
H 2.056 -0.869 -0.916
H 1.580 0.646 -2.508
H 0.584 1.519 -1.256
H -1.225 0.297 -2.256
H -0.082 -0.816 -3.036
H -1.475 -0.939 -0.557
*
```

Results
Structure (SMILES): NCNC1=[NH+]CCN1
Kohn-Sham gap (eV): 9.40
HOMO (eV): -14.106

---

Relative calculated energies, zero for the most stable structure, unit hartree: a 0.0089; b 0.0000.

---

a | Here is a 2-piece molecular cluster, C5H13NOPS overall from OMol25. Energies are from ωB97M-V/def2-TZVPD.

```
! wB97M-V def2-TZVPD RIJCOSX def2/J DEFGRID3
* xyz 1 1
C -0.772 1.407 1.607
C 0.636 0.876 1.047
C 0.913 1.628 -0.288
C 1.696 -1.907 -0.421
C -1.988 -0.611 -1.271
N 0.296 -0.523 0.875
O -1.775 0.644 1.004
P -1.240 -0.686 0.352
S -2.243 -2.317 1.321
H -0.789 1.217 2.615
H -0.971 2.348 1.201
H 1.340 0.934 1.802
H -0.014 1.658 -0.749
H 1.528 1.101 -1.003
H 1.279 2.577 -0.156
H 1.894 -1.123 -1.193
H 2.368 -1.927 0.460
H 1.096 -2.751 -0.751
H -1.478 0.194 -1.729
H -2.968 -0.270 -1.128
H -1.931 -1.474 -1.816
H -2.175 -1.685 2.644
*
```

Results
Kohn-Sham gap (alpha / beta) (eV): 8.40 / 8.40
HOMO (alpha / beta) (eV): -13.688 / -13.688

---

b | Here is a 2-piece molecular cluster, C5H13NOPS overall from OMol25. Energies are from ωB97M-V/def2-TZVPD.

```
! wB97M-V def2-TZVPD RIJCOSX def2/J DEFGRID3
* xyz 1 1
C 1.669 1.508 0.139
C 0.325 2.144 -0.310
C -0.459 0.062 1.512
C 2.395 0.419 -0.204
C 3.426 -0.321 -0.288
N -2.759 -1.715 -0.655
O -1.861 0.522 -0.625
P 3.463 -1.936 0.613
S -1.198 1.439 0.443
H 2.237 2.067 0.955
H 0.340 -0.290 0.849
H 0.427 3.178 -0.221
H 0.212 2.049 -1.438
H -1.151 -0.896 1.773
H -0.081 0.537 2.416
H -2.613 -0.550 -0.522
H 4.321 -0.240 -0.880
H -3.811 -1.827 -0.322
H -1.970 -2.167 -0.277
H -2.675 -1.732 -1.653
H 4.685 -1.754 1.476
H 4.303 -2.477 -0.360
*
```

Results
Kohn-Sham gap (eV): 9.21
HOMO (eV): -12.281

---

Relative calculated energies, zero for the most stable structure, unit hartree: a 0.0000; b 0.0614.

---

a | Here is C2H3I2NO as an isolated structure from OMol25. Energies are from ωB97M-V/def2-TZVPD.

```
! wB97M-V def2-TZVPD RIJCOSX def2/J DEFGRID3
* xyz 0 1
C -1.752 0.155 -0.010
C 1.623 -0.059 0.013
N -0.526 0.416 0.060
O 0.346 -0.614 -0.074
I -3.019 1.765 -0.010
I -2.433 -1.793 -0.001
H 2.276 -0.877 -0.230
H 1.630 0.374 0.927
H 1.854 0.633 -0.673
*
```

Results
Kohn-Sham gap (eV): 9.26
HOMO (eV): -9.258

---

b | Here is a 2-piece molecular cluster, C2H3I2NO overall from OMol25. Energies are from ωB97M-V/def2-TZVPD.

```
! wB97M-V def2-TZVPD RIJCOSX def2/J DEFGRID3
* xyz 0 1
C -1.012 1.123 -0.177
C 0.339 -0.475 0.820
N 0.546 -1.222 -0.286
O -1.695 0.501 -0.929
I 2.108 0.485 1.585
I 1.541 -0.274 -2.076
H -1.118 2.049 0.256
H -0.347 -0.728 1.553
H -0.363 -1.460 -0.746
*
```

Results
Kohn-Sham gap (alpha / beta) (eV): 6.30 / 6.80
HOMO (alpha / beta) (eV): -7.633 / -8.103

---

Relative calculated energies, zero for the most stable structure, unit hartree: a 0.0000; b 0.0487.

---

a | Here is one molecule with the formula C5H6ClN from OMol25. Energies are from ωB97M-V/def2-TZVPD.

```
! wB97M-V def2-TZVPD RIJCOSX def2/J DEFGRID3
* xyz 0 1
C 0.419 -2.794 -0.080
C 0.873 -1.530 -0.120
C 0.725 -0.154 -0.268
C 1.558 0.774 -0.180
Cl 3.199 0.447 0.121
C -0.693 0.317 0.101
N -1.030 1.805 0.195
H -0.134 -3.977 -0.249
H 0.854 1.818 -0.332
H -0.773 -0.335 1.142
H -1.464 -0.302 -0.466
H -1.809 1.861 0.977
H -1.724 2.070 -0.840
*
```

Results
Structure (SMILES): C#C/C(=C\Cl)CN
Kohn-Sham gap (eV): 9.31
HOMO (eV): -8.788

---

b | Here is a 2-piece molecular cluster, C5H6ClN overall from OMol25. Energies are from ωB97M-V/def2-TZVPD.

```
! wB97M-V def2-TZVPD RIJCOSX def2/J DEFGRID3
* xyz 0 1
N -1.980 -2.576 0.089
C -1.912 -1.368 0.024
C -1.862 -0.063 0.178
Cl -3.280 1.019 -0.198
H -2.397 -3.162 0.765
H -1.136 0.579 0.571
C 0.980 2.057 0.459
C 1.437 1.010 0.126
C 2.362 0.051 -0.563
H 0.249 2.745 0.731
H 1.895 -0.866 -0.385
H 3.359 0.059 -0.119
H 2.285 0.514 -1.680
*
```

Results
Structure (SMILES): N=C=CCl.C#CC
Kohn-Sham gap (eV): 9.16
HOMO (eV): -8.788

---

Relative calculated energies, zero for the most stable structure, unit hartree: a 0.0967; b 0.0000.

---

a | Here is one molecule with the formula C4H5N from OMol25. Energies are from ωB97M-V/def2-TZVPD.

```
! wB97M-V def2-TZVPD RIJCOSX def2/J DEFGRID3
* xyz 0 1
C 0.855 0.893 -0.006
C 1.162 -0.436 -0.025
C -0.065 -1.172 -0.028
N -1.083 -0.303 0.013
C -0.716 0.931 -0.026
H 1.354 1.695 0.250
H 2.215 -0.701 -0.068
H -0.304 -2.200 -0.014
H -2.096 -0.513 0.069
H -1.323 1.806 -0.165
*
```

Results
Structure (SMILES): c1cc[nH]c1
Kohn-Sham gap (eV): 8.63
HOMO (eV): -7.628

---

b | Here is one molecule with the formula C4H5N from OMol25. Energies are from ωB97M-V/def2-TZVPD.

```
! wB97M-V def2-TZVPD RIJCOSX def2/J DEFGRID3
* xyz 0 1
C -0.165 1.393 -0.011
C 0.222 0.156 0.025
C -0.734 -1.032 -0.025
C 1.648 -0.061 0.101
N 2.777 -0.249 -0.053
H 0.517 2.224 -0.032
H -1.202 1.493 -0.049
H -0.826 -1.445 1.008
H -0.429 -1.816 -0.717
H -1.807 -0.664 -0.246
*
```

Results
Structure (SMILES): C=C(C)C#N
Kohn-Sham gap (eV): 11.18
HOMO (eV): -10.372

---

Relative calculated energies, zero for the most stable structure, unit hartree: a 0.0155; b 0.0000.

---

a | Here is a 4-piece molecular cluster, C4H12O3 overall from OMol25. Energies are from ωB97M-V/def2-TZVPD.

```
! wB97M-V def2-TZVPD RIJCOSX def2/J DEFGRID3
* xyz -1 2
C 1.283 1.173 1.372
C 2.665 -0.981 -1.467
O -1.490 -1.145 -1.479
C 1.954 -0.563 -0.382
C 2.291 0.539 0.468
H 1.525 1.146 2.461
H 0.352 0.602 1.273
H 0.976 2.204 1.102
H 2.294 -1.782 -2.087
H 3.404 -0.344 -1.956
H -1.978 -1.011 -2.294
H 1.009 -1.084 -0.245
H 3.149 1.166 0.228
H -1.817 1.887 0.095
H -2.379 0.693 0.978
O -1.841 1.565 1.000
H -3.803 -1.016 0.667
H -2.143 -1.081 -0.651
O -2.903 -0.705 0.531
*
```

Results
⟨S²⟩: 0.784
Kohn-Sham gap (alpha / beta) (eV): 8.20 / 7.58
HOMO (alpha / beta) (eV): -4.306 / -4.497

---

b | Here is a 3-piece molecular cluster, C4H12O3 overall from OMol25. Energies are from ωB97M-V/def2-TZVPD.

```
! wB97M-V def2-TZVPD RIJCOSX def2/J DEFGRID3
* xyz -1 2
C -0.409 1.626 -0.271
O -2.313 -0.127 -0.955
C 0.577 0.599 0.524
C 0.236 -0.890 0.125
C -0.982 -1.453 1.043
O 1.516 -1.518 0.397
H 0.080 2.267 -0.973
H -1.395 1.320 -0.689
H -2.799 0.426 -1.599
H -0.705 2.315 0.588
H 0.594 0.695 1.629
H 0.016 -0.847 -0.972
H -1.135 -2.522 1.056
H -1.892 -0.948 0.561
H -0.937 -1.136 2.106
H 2.115 -0.967 -0.319
H 3.372 0.354 -1.113
H 1.610 0.780 0.144
O 2.449 0.027 -1.285
*
```

Results
⟨S²⟩: 0.755
Kohn-Sham gap (alpha / beta) (eV): 6.99 / 4.74
HOMO (alpha / beta) (eV): -3.605 / -3.567

---

Relative calculated energies, zero for the most stable structure, unit hartree: a 0.0000; b 0.1129.

---

a | Here is C8H6N2O as an isolated structure from OMol25. Energies are from ωB97M-V/def2-TZVPD.

```
! wB97M-V def2-TZVPD RIJCOSX def2/J DEFGRID3
* xyz 0 1
C -2.341 1.090 0.032
C -2.961 -0.134 0.050
C -2.272 -1.305 0.012
C -0.310 -0.133 -0.026
C -0.900 1.124 -0.016
C 1.220 -0.116 -0.120
C 3.197 -0.122 -0.650
C 3.176 -0.124 0.729
H -3.013 1.884 0.064
H -4.079 -0.287 0.011
H -2.558 -2.512 -0.153
H -0.254 2.320 -0.103
H 4.259 -0.107 -1.352
H 3.856 -0.084 1.625
N -0.923 -1.253 0.010
N 1.966 -0.108 -1.184
O 1.937 -0.133 1.072
*
```

Results
Kohn-Sham gap (eV): 9.69
HOMO (eV): -8.987

---

b | Here is a 2-piece molecular cluster, C8H6N2O overall from OMol25. Energies are from ωB97M-V/def2-TZVPD.

```
! wB97M-V def2-TZVPD RIJCOSX def2/J DEFGRID3
* xyz 0 1
C 3.104 -0.527 -0.170
C 3.712 -1.601 -0.462
C -2.362 1.176 -0.333
C -0.960 1.423 -0.007
C -2.778 -0.150 -0.268
C -0.150 0.326 0.129
C -0.657 -0.986 0.153
C 2.431 0.618 -0.107
N -1.953 -1.179 -0.009
N 0.210 -2.044 0.195
O 2.603 1.871 0.134
H -3.099 2.019 -0.545
H -0.721 2.393 -0.020
H -3.688 -0.591 -0.405
H 1.102 -1.908 0.594
H -0.227 -2.817 0.617
H 3.432 1.979 0.505
*
```

Results
Kohn-Sham gap (alpha / beta) (eV): 7.16 / 7.40
HOMO (alpha / beta) (eV): -8.553 / -8.724

---

Relative calculated energies, zero for the most stable structure, unit hartree: a 0.0000; b 0.2028.